12
Properties=species:S:1:pos:R:3 method="wB97M-V/def2-TZVPD" mol_weight_g_mol=75.1 orbital_gap_ev=7.55 charge=-1 max_force_ev_per_a=1.9 e_above_lowest_kcal_mol=16.3 e_tot_ev=-7214.6716 lumo_ha=0.1719
C 0.509 1.832 0.286
O 1.645 1.079 -0.062
H -0.320 1.660 -0.466
H 0.110 1.544 1.254
H 0.817 2.900 0.351
N 0.636 -1.296 -0.253
C -0.704 -1.541 -0.315
N -1.651 -0.639 -0.180
H 1.200 -2.164 -0.155
H 1.341 0.152 -0.194
H -1.066 -2.557 -0.558
H -2.517 -0.971 0.290